ORCA calculation (wB97M-V/def2-TZVPD) on a structure of composition C18H22Cl2O2Zr at a distorted geometry.

The frontier orbital gap comes out at 0.1220 hartree. The LUMO energy is 4.21 eV. The largest force on an atom comes out at 4.29 eV Å⁻¹.

The geometry in ORCA input format:
```
! wB97M-V def2-TZVPD RIJCOSX def2/J DEFGRID3
* xyz -2 1
C 1.0489 2.4785 0.0759
C 1.2698 2.2068 -1.3103
C 2.3029 1.2340 -1.4183
C 0.4295 2.6710 -2.4150
C 2.7194 0.9344 -0.0855
C 1.9541 1.7065 0.8233
C 2.0956 1.6984 2.2902
C 0.1154 3.4703 0.6442
C 2.7483 0.6403 -2.6933
C 3.8144 0.0219 0.3075
Zr -1.0582 -0.4693 0.1639
Cl -0.7938 0.0798 -2.5472
Cl -2.5044 1.4328 -0.4876
O 0.6581 -1.2048 -0.4233
H -0.3237 3.4060 -2.1317
H -0.1227 1.6667 -2.8300
H 1.0381 3.1877 -3.1490
H 1.9171 0.5253 -3.3916
H 3.1588 -0.3670 -2.5614
H 3.5209 1.3182 -3.1039
H 3.8489 -0.8910 -0.3256
H 3.7278 -0.3086 1.3612
H 4.7994 0.5369 0.2336
H 2.5052 0.7611 2.6578
H 1.1632 1.8950 2.8163
H 2.7812 2.4979 2.5935
H -0.7669 3.6026 0.0137
H 0.6354 4.4425 0.6967
H -0.2451 3.2021 1.6544
H 1.3834 -1.8809 -0.5124
O -0.9754 0.0506 2.0805
H -1.2155 0.2324 3.0339
C -2.4853 -2.0886 0.2641
C -3.1190 -3.1584 0.3152
C -4.0485 -4.2250 0.3296
C -3.6859 -5.5198 0.7036
C -4.6931 -6.4515 0.9200
C -6.0444 -6.1887 0.5720
C -6.3406 -4.9115 0.0145
C -5.3238 -3.9712 -0.1917
H -2.6246 -5.7799 0.7886
H -4.4727 -7.4223 1.3444
H -6.8313 -6.9696 0.6864
H -7.3480 -4.6747 -0.2595
H -5.5193 -3.0654 -0.7731
*
```

Results of the Löwdin charge analysis, in e, for atoms 1 through 6:
1 C -0.292
2 C -0.304
3 C -0.286
4 C -0.190
5 C -0.298
6 C -0.295